[1]
The following is a DFT calculation (the ωB97M-V functional and the def2-TZVPD basis) of 9 unconnected molecules or ions with the total composition C42H77Cl2N14.

## Properties
**Frontier orbital gap**: 6.352 eV
**Total charge**: +5
**2S+1**: 1
**Calculated total energy**: -90668.012 eV

```
135
Properties=species:S:1:pos:R:3:forces:R:3:lowdin_charge:R:1
C -6.608929 4.236343 -3.129507 0.5 -0.2 0.3 -0.065
C -6.518929 3.271587 -1.989788 -0.2 -1.1 0.7 -0.148
N -7.606788 3.403107 -0.917735 -0.4 -1.8 0.0 -0.012
C -7.775809 4.475513 -0.107940 -0.5 0.2 1.4 -0.028
C -8.634771 4.172736 0.923280 0.3 -1.2 -1.6 0.014
N -9.024306 2.884307 0.645173 -0.9 -2.1 -0.2 -0.108
C -8.395016 2.381729 -0.412470 0.9 1.6 -1.5 -0.023
C -10.139526 2.118429 1.283381 1.9 0.0 0.7 0.041
H -7.413927 4.071825 -3.784574 -1.3 -0.2 -0.6 0.069
H -5.730580 4.226890 -3.757308 0.5 -0.5 0.1 0.092
H -6.620084 5.217352 -2.743486 -0.4 1.4 0.3 0.060
H -5.586140 3.460633 -1.462182 0.0 -0.2 0.2 0.124
H -6.539995 2.207441 -2.295750 0.0 0.5 0.2 0.055
H -7.253725 5.373097 -0.250907 0.6 0.9 -0.3 0.122
H -9.033203 4.594621 1.812890 0.0 0.9 0.2 0.130
H -8.525553 1.399376 -0.906710 0.3 0.6 0.6 0.087
H -10.202908 1.114696 0.870559 0.0 0.2 -0.4 0.100
H -11.031211 2.676192 1.174062 -1.0 0.4 -0.1 0.090
H -9.876605 1.987313 2.335592 -0.3 0.2 0.0 0.101
C 12.207353 -4.881864 7.093516 0.0 -0.4 -0.3 -0.071
C 10.871180 -5.604502 7.251423 0.8 0.5 0.3 -0.141
N 9.697073 -4.735030 7.458045 3.5 -0.4 -0.2 -0.054
C 8.456194 -5.178683 7.605402 -2.4 -0.6 0.8 -0.020
C 7.651134 -4.090033 7.749443 0.9 1.2 -0.4 0.035
N 8.543513 -3.010639 7.606999 -2.8 2.3 1.4 -0.082
C 9.769796 -3.410526 7.495622 0.8 -0.7 -0.4 -0.038
C 8.216787 -1.581451 8.027316 0.7 -2.2 -1.2 0.072
H 12.160827 -4.153210 6.273150 0.2 0.1 0.4 0.087
H 12.936228 -5.642771 6.789380 -0.2 0.1 -0.1 0.097
H 12.624427 -4.515056 8.035398 -0.4 0.5 -0.2 0.093
H 10.987178 -6.263620 8.098626 -0.4 -0.4 0.1 0.135
H 10.671437 -6.129758 6.346301 -0.1 -0.7 -0.5 0.124
H 8.211483 -6.227131 7.738997 0.2 0.2 -0.3 0.155
H 6.600927 -3.891051 7.966650 0.5 -0.4 -0.2 0.144
H 10.683733 -2.800947 7.464008 -0.7 -0.5 -0.1 0.181
H 7.256568 -1.341709 7.609508 -0.1 0.5 -0.1 0.097
H 9.062687 -1.012766 7.685058 -0.1 0.7 -0.3 0.094
H 8.229094 -1.620305 9.079271 -0.3 0.3 1.3 0.090
C -5.960045 -2.109282 4.598272 -1.2 -2.1 -1.1 -0.052
C -6.465998 -2.386190 3.131952 1.4 -0.8 0.4 -0.106
N -5.265729 -2.408251 2.175053 -0.6 0.3 0.1 -0.043
C -4.286422 -3.397232 2.120737 -0.3 0.5 0.5 -0.020
C -3.438767 -3.084425 1.112921 -0.8 0.8 -0.1 0.000
N -3.910138 -1.913904 0.523321 -1.5 -2.0 3.2 -0.100
C -5.026957 -1.533927 1.198543 0.8 1.2 -0.9 -0.041
C -3.374997 -1.286402 -0.608298 1.2 1.6 0.1 -0.026
H -5.458086 -3.069127 4.860053 0.0 1.1 0.4 0.083
H -6.775767 -1.902229 5.303741 0.0 -0.4 -0.4 0.086
H -5.343631 -1.255986 4.646949 1.1 0.8 -0.1 0.055
H -7.176475 -1.654534 2.780176 0.0 0.2 -0.3 0.110
H -6.889097 -3.419189 3.025481 0.1 1.1 0.3 0.137
H -4.232997 -4.132945 2.902104 0.0 -0.3 -0.2 0.129
H -2.547776 -3.551778 0.756807 0.2 -0.2 -0.1 0.126
H -5.514525 -0.542754 0.973722 0.1 -1.6 0.2 0.133
H -4.133205 -1.312366 -1.328250 -1.0 0.8 -1.4 0.021
H -2.534203 -1.813000 -0.991287 0.7 -0.6 -0.1 0.096
H -3.032229 -0.298232 -0.272541 -0.3 0.0 -0.8 0.125
C -9.522800 -2.636148 -11.338421 -0.7 -0.9 -0.9 -0.054
C -8.255583 -3.435092 -11.003454 0.3 0.5 -2.0 -0.174
N -8.342766 -3.967122 -9.673515 0.4 -0.9 1.0 -0.043
C -8.597696 -5.318255 -9.285121 -1.0 1.8 0.6 0.058
C -9.046128 -5.252718 -7.984826 0.9 1.0 -0.9 0.029
N -8.883084 -3.908669 -7.608675 -1.5 -1.5 1.9 -0.089
C -8.510233 -3.188018 -8.616175 0.1 -1.3 -0.2 -0.051
C -9.362962 -3.328757 -6.319611 1.1 0.7 -1.2 0.053
H -9.538762 -1.749733 -10.775365 0.1 1.4 0.8 0.046
H -10.476449 -3.163452 -11.066221 1.0 0.1 -0.4 0.107
H -9.574961 -2.303620 -12.401240 0.2 -0.6 0.7 0.105
H -7.319066 -2.872745 -11.256513 -0.8 -0.2 1.0 0.151
H -8.149330 -4.286260 -11.640305 -0.2 -0.7 -0.5 0.114
H -8.587316 -6.124981 -9.997950 0.1 0.1 0.0 0.138
H -9.521300 -5.967202 -7.325957 0.4 0.0 -0.1 0.140
H -8.412641 -2.167755 -8.439426 0.4 1.7 -0.7 0.161
H -8.601819 -3.453596 -5.559440 -0.1 -0.3 0.2 0.102
H -10.279661 -3.838619 -6.133597 -0.7 0.0 0.6 0.094
H -9.481772 -2.232464 -6.468704 -0.3 -0.9 0.1 0.115
C 0.466898 4.923325 -2.165755 0.0 0.0 0.5 -0.099
C 0.687802 4.970902 -3.665578 -1.8 -0.8 -1.6 -0.225
N 2.104308 5.114875 -4.049421 0.6 1.4 -0.6 -0.035
C 2.759156 6.317721 -4.384717 1.3 -1.2 0.6 0.016
C 4.097625 6.026413 -4.544990 -1.5 -0.5 0.2 0.000
N 4.215840 4.649558 -4.330581 1.0 -0.5 -1.5 -0.060
C 3.004979 4.142732 -4.111123 -0.4 0.3 1.1 -0.030
C 5.394494 3.759863 -4.698061 -1.2 1.7 0.7 0.057
H -0.549394 4.535425 -1.892936 0.8 0.8 -0.5 0.095
H 0.749058 5.870737 -1.692947 -0.7 0.2 -0.1 0.071
H 1.149033 4.245474 -1.677539 0.3 -0.7 -0.2 0.058
H 0.094296 5.794637 -4.173302 1.0 -0.7 0.7 0.141
H 0.296530 4.005550 -4.161029 0.7 1.0 0.9 0.005
H 2.312479 7.289922 -4.383828 -0.5 0.0 -0.1 0.128
H 4.907641 6.696682 -4.790992 0.0 -0.3 0.0 0.132
H 2.790765 3.134648 -3.801786 -0.1 -0.3 -0.4 0.152
H 5.092369 2.756423 -4.726683 -0.8 -1.3 -0.2 0.080
H 6.123365 3.833810 -3.945029 1.0 0.3 1.0 0.078
H 5.826741 4.036927 -5.629183 0.0 0.4 -0.8 0.094
C 9.320616 10.530766 4.630746 -0.9 0.0 -1.0 -0.040
C 8.005876 11.144227 5.028915 0.7 0.2 -0.3 -0.163
N 7.477425 10.618957 6.267901 -1.1 2.8 0.8 -0.050
C 7.599464 9.442818 6.865969 0.8 -0.8 2.3 0.001
C 7.266718 9.611638 8.203162 -1.0 -0.4 -1.4 0.025
N 6.754188 10.865705 8.253303 -0.8 1.2 2.0 -0.105
C 6.893991 11.512722 7.122328 0.9 -1.4 -0.8 0.017
C 6.264828 11.443241 9.527492 -1.4 -1.7 0.1 0.047
H 10.081016 10.794449 5.323795 0.6 -0.3 0.8 0.087
H 9.664281 10.902195 3.674797 -0.2 0.4 -0.3 0.095
H 9.160471 9.489623 4.462472 0.5 -1.0 0.2 0.071
H 7.195843 11.104987 4.356889 -0.5 -0.3 -1.5 0.125
H 8.196582 12.177482 5.208008 -0.1 0.9 0.2 0.121
H 8.017725 8.609582 6.388320 0.5 -0.9 -0.5 0.125
H 7.124736 9.002214 9.086627 0.4 -0.3 -0.5 0.142
H 6.675290 12.543999 6.894171 0.0 -0.1 0.1 0.179
H 7.065615 11.980040 9.937495 1.0 0.8 0.9 0.087
H 5.961892 10.585663 10.198218 0.5 1.0 -0.7 0.123
H 5.374011 12.070512 9.421631 0.3 -0.1 -0.4 0.112
C 1.179945 -7.743200 -0.120486 1.9 -0.4 -0.5 -0.062
C 1.596283 -9.136173 -0.557862 1.9 0.1 0.8 -0.155
N 2.181805 -9.112736 -1.943541 -1.3 -1.3 0.6 -0.039
C 3.129080 -8.326918 -2.509757 1.6 1.1 0.1 -0.027
C 3.371611 -8.782096 -3.760999 0.1 -0.9 -0.9 0.017
N 2.559705 -9.903546 -3.899709 0.5 0.5 -2.8 -0.081
C 1.821812 -10.054286 -2.840254 -0.6 0.1 1.7 -0.022
C 2.424489 -10.642410 -5.184121 -0.2 0.0 -0.3 0.039
H 2.188859 -7.246045 -0.137399 -1.4 0.5 0.2 0.091
H 0.768318 -7.749203 0.874136 0.0 0.0 0.4 0.080
H 0.463150 -7.320310 -0.808981 0.0 0.3 -0.2 0.082
H 0.812319 -9.851979 -0.555264 -0.8 -0.6 -0.3 0.105
H 2.392261 -9.543901 0.157177 -1.0 0.6 -1.1 0.158
H 3.722012 -7.566576 -2.001191 -0.7 -0.2 0.0 0.146
H 4.016447 -8.491783 -4.622954 -0.6 -0.1 1.3 0.163
H 1.012565 -10.764858 -2.631673 0.7 0.2 -0.4 0.185
H 1.385653 -10.945351 -5.264470 0.0 -0.3 0.0 0.099
H 3.103027 -11.493044 -5.237823 -0.1 0.0 0.4 0.108
H 2.635478 -10.037316 -6.085729 0.0 0.2 0.9 0.113
Cl -6.703520 -0.407798 -1.580180 0.0 0.1 0.4 -0.416
Cl -0.174109 1.667889 -3.991327 0.3 0.2 0.2 -0.655
```
Forces are in eV/Å.

=====

[2]
The following is a DFT calculation (the ωB97M-V functional and the def2-TZVPD basis) of a single C3H3NOS2 molecule.

## Properties
**Frontier orbital gap**: 8.829 eV
**2S+1**: 1
**Energy above the lowest of the compared OMol25 structures with the same formula, charge and spin**: 1.978 eV
**Calculated total energy**: -28365.856 eV
**SMILES**: S=C1OCC=NS1

```
10
Properties=species:S:1:pos:R:3:forces:R:3:lowdin_charge:R:1
S -3.178525 -0.419898 -0.137677 -0.5 -0.6 -0.1 0.699
C -1.572034 -0.439775 -0.031014 0.1 1.0 0.5 -1.244
O -0.954059 0.746131 -0.054982 1.3 0.6 0.5 -0.173
C 0.460942 0.884925 0.303374 0.3 0.2 -2.1 -0.126
C 1.255480 -0.284210 -0.278594 1.3 2.0 -0.9 -0.256
N 0.932219 -1.497063 -0.336456 -0.3 0.2 0.0 -0.267
S -0.631666 -1.866764 0.213363 -0.3 -0.9 0.2 0.952
H 0.698719 0.951112 1.372257 -0.7 0.1 0.0 0.129
H 0.796231 1.852961 -0.244077 -0.6 -1.7 1.2 0.155
H 2.192696 0.072586 -0.806194 -0.7 -0.9 0.8 0.131
```
Forces are in eV/Å.

=====

[3]
The following is a DFT calculation (the ωB97M-V functional and the def2-TZVPD basis) of a single C6H10N2O molecule.

## Properties
**Frontier orbital gap**: 8.917 eV
**2S+1**: 1
**Energy above the lowest of the compared OMol25 structures with the same formula, charge and spin**: 3.312 eV
**Calculated total energy**: -11408.776 eV
**SMILES**: CC1=CO[C@H]2CCNN12

```
19
Properties=species:S:1:pos:R:3:forces:R:3:lowdin_charge:R:1
C 2.528336 0.600796 -0.173723 1.9 0.1 1.8 -0.068
C 1.400783 -0.334331 -0.099418 -2.0 0.0 -0.7 -0.196
C 1.256716 -1.531906 0.445066 -0.6 -0.5 0.2 -0.089
O 0.098727 -2.190531 0.118837 -0.9 0.8 -0.9 -0.042
C -0.685703 -1.296726 -0.727251 -0.3 0.6 0.3 -0.280
C -1.898834 -0.749274 -0.045582 -1.9 0.6 -0.8 -0.127
C -1.497625 0.667540 0.388442 -4.7 1.8 -2.3 -0.184
N -0.599494 1.115293 -0.654790 0.2 -0.1 0.9 -0.039
N 0.086643 -0.041864 -0.984045 4.6 -2.7 0.1 -0.053
H 3.585535 0.159095 -0.263105 -1.7 0.3 0.3 0.110
H 2.570505 1.430583 0.578822 -0.2 -1.0 -0.1 0.089
H 2.330604 1.120141 -1.035644 0.0 1.4 -2.5 0.033
H 1.791211 -2.176982 1.144627 0.6 0.8 -0.4 0.136
H -1.052675 -1.819512 -1.622571 1.0 -0.1 0.1 0.146
H -2.209299 -1.331833 0.765200 -0.3 -1.1 1.3 0.090
H -2.792725 -0.807627 -0.772467 1.3 0.7 1.0 0.140
H -2.470768 1.380603 0.472405 2.3 -1.5 -0.2 0.160
H -1.002135 0.754232 1.274706 1.3 -0.3 2.6 0.070
H -1.093139 1.377767 -1.480906 -0.4 0.3 -0.5 0.103
```
Forces are in eV/Å.

=====

[4]
The following is a DFT calculation (the ωB97M-V functional and the def2-TZVPD basis) of a molecular structure, C15H27Cl3O23S5.

## Properties
**Frontier orbital gap**: 10.566 eV
**2S+1**: 1
**Energy above the lowest of the compared OMol25 structures with the same formula, charge and spin**: 0.000 eV
**Calculated total energy**: -154824.116 eV

```
73
Properties=species:S:1:pos:R:3:forces:R:3:lowdin_charge:R:1
C 0.189184 0.328584 0.421760 -0.7 0.2 0.1 -1.499
Cl 0.660684 -0.555226 -1.020163 0.1 0.0 -0.2 0.576
Cl 0.563879 -0.600255 1.855964 0.0 0.0 0.1 0.619
Cl -1.557087 0.723267 0.343922 0.3 0.0 0.0 0.595
H 0.676334 1.291568 0.473020 0.4 -0.2 -0.1 0.007
C -3.299688 -2.087378 -0.824916 0.4 -0.6 0.5 -0.050
C -3.850703 -1.480806 -2.077255 -0.2 0.2 -0.3 -0.317
C -3.416306 -2.169330 -3.379737 0.0 -0.2 0.1 -0.087
O -4.637262 -2.392667 -4.078737 0.0 0.1 -0.2 0.066
C -5.690539 -2.196955 -3.250816 0.2 -0.2 0.3 -0.556
O -6.803530 -2.528574 -3.481747 -0.1 0.2 -0.1 0.176
O -5.277657 -1.622131 -2.094377 0.0 -0.1 -0.1 0.085
H -2.212324 -1.981238 -0.806317 0.0 0.1 0.1 0.059
H -3.510677 -3.159201 -0.758937 -0.1 0.0 -0.3 0.098
H -3.714148 -1.665411 0.090345 0.0 0.4 -0.2 0.074
H -3.624296 -0.414171 -2.146368 -0.1 0.0 0.2 0.145
H -2.947085 -3.143067 -3.222346 0.0 0.1 0.2 0.134
H -2.747943 -1.548327 -3.972416 -0.1 0.0 -0.1 0.130
C -4.443098 2.741489 -0.223413 0.4 -0.3 0.7 -0.178
C -4.751881 4.144310 0.335971 -0.5 -0.3 0.0 -0.131
O -6.127560 4.387507 -0.011632 -0.1 -0.1 -0.2 -0.188
S -6.489462 3.618909 -1.355292 0.6 0.5 -0.2 0.575
O -6.042953 4.380100 -2.468792 0.2 0.1 -0.1 -0.221
O -7.812693 3.157361 -1.301011 -0.7 -0.3 0.2 -0.194
O -5.494362 2.406660 -1.121731 0.1 -0.3 -0.1 -0.185
H -4.438395 1.999745 0.578270 -0.2 0.0 0.0 0.114
H -3.464633 2.671966 -0.697209 -0.2 0.3 -0.4 0.097
H -4.115487 4.909285 -0.099485 0.0 0.1 0.1 0.129
H -4.775723 4.132978 1.419692 0.5 0.2 0.0 0.133
C -3.223851 -2.558135 4.385778 1.0 -0.2 0.6 -0.143
C -2.308108 -2.285680 3.171716 -0.6 -0.4 0.0 -0.167
O -2.764830 -1.025999 2.669759 0.3 0.3 -0.3 -0.264
S -3.151399 -0.110856 3.897748 -0.2 -0.4 0.7 0.557
O -4.130524 0.828381 3.507518 -0.3 0.0 -0.3 -0.210
O -1.996021 0.323085 4.594331 0.5 0.1 0.0 -0.216
O -3.809080 -1.302491 4.736127 -0.6 0.3 -0.3 -0.180
H -2.625301 -2.861039 5.246819 0.0 -0.1 -0.1 0.132
H -3.960111 -3.337138 4.208279 -0.4 0.4 -0.1 0.131
H -2.483129 -2.995269 2.368391 0.2 -0.1 0.0 0.130
H -1.261090 -2.271403 3.461130 0.1 0.3 -0.1 0.102
C 5.559036 3.046159 -1.103497 0.0 -0.1 0.5 -0.129
C 5.538768 1.831192 -2.054669 -0.1 0.4 -0.3 -0.130
O 4.744343 0.814715 -1.422126 -0.3 -0.1 0.1 -0.191
S 4.480786 1.179686 0.094072 1.4 0.4 0.6 0.571
O 5.593812 0.783302 0.887367 0.0 -0.2 -0.1 -0.203
O 3.183298 0.805603 0.499268 -0.6 0.0 -0.2 -0.246
O 4.576111 2.756072 -0.086182 -0.6 -0.1 -0.3 -0.190
H 5.237561 3.965744 -1.578140 0.0 0.0 -0.1 0.133
H 6.511450 3.189744 -0.599926 0.1 -0.1 -0.1 0.132
H 6.535084 1.461988 -2.276024 0.0 -0.1 0.1 0.136
H 5.023134 2.086040 -2.976705 0.0 -0.1 -0.1 0.130
C 3.262898 -1.532620 -3.951906 -0.3 -0.1 0.0 -0.159
C 1.824367 -1.851697 -4.362005 -0.2 0.5 0.3 -0.169
O 1.853299 -3.165094 -4.919363 0.1 -0.2 -0.1 -0.182
S 3.292670 -3.838437 -4.696503 -0.4 0.4 0.2 0.588
O 4.069631 -3.621375 -5.856359 0.3 0.1 -0.5 -0.209
O 3.143818 -5.121387 -4.142315 -0.1 -0.5 0.2 -0.195
O 3.746292 -2.826786 -3.554688 0.2 0.0 0.1 -0.183
H 3.301966 -0.875350 -3.088736 0.1 0.0 0.0 0.112
H 3.873865 -1.162456 -4.774800 0.0 0.1 0.0 0.129
H 1.387229 -1.142736 -5.062552 0.2 -0.1 -0.2 0.135
H 1.187103 -1.860316 -3.475133 0.0 -0.2 0.0 0.086
C 4.726751 1.892142 3.955483 -0.3 0.1 0.0 -0.158
C 3.953675 0.605468 3.800583 -0.7 -0.7 0.5 -0.162
O 4.153135 -0.035701 5.091141 0.2 0.2 -0.1 -0.192
S 5.682685 0.162339 5.489526 -0.7 0.6 -0.3 0.572
O 6.464803 -0.843375 4.896938 0.7 -0.7 -0.5 -0.206
O 5.758928 0.421240 6.868362 0.0 0.1 0.9 -0.207
O 5.905421 1.526712 4.681297 0.1 0.0 -0.2 -0.179
H 4.161814 2.591556 4.574795 0.0 0.0 -0.1 0.137
H 4.973941 2.358513 3.006021 0.3 -0.1 0.0 0.118
H 4.284305 -0.093192 3.034442 0.3 0.3 -0.2 0.117
H 2.876908 0.739826 3.728464 0.0 0.2 -0.2 0.120
```
Forces are in eV/Å.

=====

Number 1: maximum force 4.1 eV/A, HOMO energy -12.749 eV. Number 2: maximum force 2.6 eV/A, HOMO energy -8.863 eV. Number 3: maximum force 5.5 eV/A, HOMO energy -7.906 eV. Number 4: maximum force 1.5 eV/A, HOMO energy -11.078 eV.